1.
Density functional theory data (wB97M-V/def2-TZVPD) for C25H44B11Br6KN2O6P2S2 as an isolated structure in a non-equilibrium geometry.

Last column: Mulliken charge in e.
Atoms and positions in Å:
Br (3.6332, 0.3218, 6.6863)  -0.39
Br (-1.7352, 1.9634, 3.2478)  -0.52
Br (2.1839, 2.3198, 3.3919)  -0.41
Br (0.6457, -1.2304, 4.2794)  -0.27
Br (-2.6486, -0.5266, 6.4194)  -0.39
Br (0.4158, -1.4744, 8.1332)  -0.35
K (-0.1468, 0.7640, 0.8867)  0.85
S (4.7300, 3.4273, -1.0910)  0.01
S (4.3612, 5.9021, 0.2510)  -0.13
P (-0.9778, 0.7554, -3.0279)  0.17
P (-2.3703, -1.5389, -1.8128)  0.21
O (-0.2378, -0.0419, -4.2353)  -0.34
O (-1.5048, 2.0963, -3.7305)  -0.39
O (-1.8809, -2.5542, -2.9556)  -0.06
O (-1.5639, -1.3687, -0.5641)  -0.55
O (-0.1044, 0.9374, -1.8167)  -0.40
O (-3.9046, -2.0096, -1.5604)  -0.26
N (3.0203, 8.1797, -2.5968)  -0.38
N (2.4917, 4.3413, -4.1556)  -0.42
C (5.1227, -3.0054, 0.9862)  -0.32
C (3.5507, 5.7094, -2.1937)  0.40
C (2.8367, -1.6333, 0.1853)  0.03
C (-4.4318, -2.1438, -0.1946)  0.99
C (0.6499, -2.1145, -5.0114)  -1.03
C (-1.0699, 4.1103, -4.9116)  -1.46
C (1.4373, -3.7223, 0.3577)  -1.00
C (2.9102, 4.9948, -3.2409)  0.07
C (-2.7701, -4.4056, -4.1922)  -1.49
C (1.0069, -0.8325, -4.2096)  1.08
C (2.7656, -3.0078, 0.4401)  0.78
C (-4.2279, -3.4570, 0.4032)  -1.46
C (-0.0354, 3.0209, 7.3357)  -0.50
C (-0.6647, 3.2587, -3.7205)  1.42
C (-2.5403, -0.0812, -2.7834)  -0.54
C (5.2579, -1.6532, 0.5957)  -0.68
C (3.2758, 7.0467, -2.3360)  0.11
C (-0.7436, 3.8188, -2.3359)  -1.43
C (4.0834, -1.0093, 0.1441)  -0.56
C (2.0987, 0.0480, -4.9224)  -1.15
C (4.2496, 5.0379, -1.1527)  0.33
C (-2.0459, -4.0379, -2.8883)  0.64
C (3.9507, -3.6811, 0.8545)  -0.54
C (-0.7199, -4.7770, -2.7451)  -1.14
C (-5.9349, -1.9125, -0.2679)  -1.50
B (0.0694, 3.1962, 5.5880)  0.85
B (0.4297, 0.3885, 5.4123)  -1.51
B (1.7804, 1.0570, 6.5012)  0.31
B (-1.3605, 2.5037, 6.4194)  0.23
B (0.3072, 0.2486, 7.2049)  0.36
B (1.1696, 1.9193, 5.0837)  0.76
B (-0.6844, 1.7759, 4.9284)  -1.04
B (1.4374, 2.8365, 6.5525)  1.14
B (1.0110, 1.8303, 7.9207)  0.66
B (-0.8120, 1.5338, 7.7663)  1.00
B (-1.1653, 0.7159, 6.2862)  0.00
H (-2.6642, -4.1888, -2.0204)  0.40
H (-6.3855, -1.8921, 0.7188)  0.42
H (-2.4220, 3.1158, 6.5965)  -0.24
H (1.9361, -1.0873, -0.0833)  0.16
H (-1.4351, 3.5591, -5.7965)  0.38
H (2.3223, 3.6852, 6.8245)  -0.25
H (-1.9101, 4.7683, -4.6851)  0.37
H (-6.4303, -2.8092, -0.7472)  0.31
H (0.0533, 4.3147, 5.2430)  -0.34
H (1.5175, 1.8527, 9.0327)  -0.24
H (-4.4742, -4.2288, -0.2838)  0.34
H (-0.0371, -4.1517, -2.2171)  0.15
H (-4.9483, -3.4760, 1.2432)  0.52
H (-2.0293, -4.4883, -5.0240)  0.31
H (-3.1933, 0.6114, -2.2052)  0.35
H (-3.2303, -5.3889, -4.1120)  0.38
H (3.9333, -4.7548, 1.1350)  0.35
H (1.7252, 1.1161, -5.0289)  0.22
H (1.3025, -0.9862, -3.1613)  -0.05
H (-3.5142, -3.6467, -4.4093)  0.37
H (4.0563, 0.0654, -0.0878)  0.45
H (-1.4205, 1.4660, 8.8400)  -0.26
H (6.2301, -1.1137, 0.5848)  0.35
H (-0.3443, -5.1521, -3.7242)  0.32
H (1.1091, -4.0498, 1.3425)  0.39
H (2.2972, -0.3809, -5.9259)  0.37
H (-3.1468, -3.5866, 0.7780)  0.17
H (-0.2799, 4.8104, -2.3369)  0.40
H (-3.0421, -0.3313, -3.7675)  0.33
H (0.4039, -1.7958, -6.0413)  0.39
H (-0.1099, 3.1735, -1.7113)  0.23
H (-0.2376, 4.7926, -5.2435)  0.31
H (-0.2744, 3.9711, 7.8463)  0.55
H (1.3889, -4.5909, -0.3103)  0.37
H (0.6808, -3.0013, 0.0501)  -0.07
H (1.5668, -2.7259, -5.1040)  0.44
H (2.9916, 0.0615, -4.3063)  0.29
H (-6.1787, -1.0292, -0.8789)  0.36
H (-0.8358, -5.6669, -2.1150)  0.41
H (6.0020, -3.5028, 1.4194)  0.34
H (0.3718, 2.8907, -3.8773)  -0.29
H (-4.0501, -1.3552, 0.4417)  0.23
H (-1.7175, 3.9071, -1.9537)  0.41
H (-0.1783, -2.6210, -4.5475)  -0.14

As for the calculated total energy: -526185.7926 eV. The HOMO energy (spin up / spin down) comes out at -8.961 / -8.961 eV. As for the LUMO energy (spin up / spin down): -4.0 / -3.7 eV. Its strongest force on any atom is 5.6 eV/A. Its charge is 0.

***

2.
Density functional theory data (wB97M-V/def2-TZVPD) for one molecule with the formula C25H44BClIN3O3 in a non-equilibrium geometry.

Last column: Mulliken charge in e.
Atoms and positions in Å:
I (0.7119, 4.0004, 4.7611)  -0.20
Cl (3.9525, -0.0157, 0.1152)  -0.11
O (1.0292, 0.0730, 2.9619)  -0.64
O (0.3456, 2.2379, 3.9846)  -0.44
O (-1.5142, 5.6680, -2.9499)  -0.46
N (0.6315, 3.1454, -1.5794)  -1.19
N (1.7285, 2.6600, -1.0061)  0.87
N (-1.8485, 3.6483, -1.4386)  -0.36
C (-1.5312, 4.5981, -2.2947)  0.63
C (3.4334, 1.6296, 0.8446)  -0.32
C (1.4421, -4.6094, -0.1627)  -0.77
C (-4.8581, -2.5383, -0.8200)  -0.68
C (2.0130, 2.1358, 0.2982)  0.22
C (0.7398, 2.0631, 1.2724)  0.83
C (-4.7280, -0.9058, -0.7582)  -0.28
C (3.0043, -4.2035, -0.1482)  -0.24
C (-3.5457, -3.2182, -0.1807)  -0.41
C (-0.5856, 2.6308, 0.6272)  -0.04
C (2.3953, 2.6451, -3.5395)  -0.58
C (-1.0357, -3.8613, -0.3522)  -0.75
C (4.6247, 2.7583, 0.7307)  -0.33
C (1.6725, 1.2502, -3.9260)  -0.85
C (-2.1782, -2.9050, -1.0221)  -0.19
C (-3.0382, 1.5199, 0.9087)  0.13
C (2.9004, 2.6908, -1.9853)  -0.45
C (5.9807, 2.1990, 0.0675)  -1.01
C (-3.2673, 0.3628, 2.0033)  -0.24
C (-4.6795, -0.4122, 1.9152)  -0.74
C (3.4540, -3.9701, 1.3898)  -0.85
C (-0.5854, 3.1566, -0.8267)  0.40
C (-5.4686, -0.2648, 0.5197)  -0.73
C (0.4679, -3.4064, -0.7069)  -0.10
C (-2.0199, 2.6993, 1.3996)  -1.44
B (0.6797, 1.4898, 2.7599)  0.37
H (2.5958, -3.5151, 2.0271)  0.17
H (2.2521, 0.3139, -3.6037)  0.24
H (4.8904, 3.1508, 1.7934)  0.40
H (3.5880, -5.1150, -0.5744)  0.26
H (-3.9937, 2.0570, 0.5631)  0.19
H (-5.7772, 0.8322, 0.3165)  0.32
H (1.8798, -0.0412, 2.4576)  0.25
H (-4.5248, -1.5357, 2.1022)  0.23
H (-5.8352, -2.9071, -0.3284)  0.30
H (-3.3641, -2.9093, 0.9266)  0.01
H (-1.9168, 2.7794, 2.5377)  0.38
H (3.7532, -4.9568, 1.9090)  0.31
H (-1.9108, -1.7938, -0.9320)  0.12
H (-3.6932, -4.3693, -0.1608)  0.39
H (1.1962, -5.5535, -0.7683)  0.36
H (-1.2745, -4.9297, -0.7487)  0.22
H (3.1553, -3.2560, -0.7770)  0.19
H (0.6306, -3.2688, -1.8457)  0.24
H (6.7780, 3.0385, 0.1912)  0.37
H (1.0751, -4.8162, 0.9209)  0.27
H (-2.4340, -0.4253, 1.9879)  0.09
H (-4.9119, -2.8486, -1.9415)  0.31
H (0.7692, -2.4411, -0.1567)  0.08
H (3.4209, 1.4054, 1.9860)  0.23
H (1.8196, 3.5818, -3.8546)  0.30
H (0.6042, 1.6331, 4.7491)  0.33
H (-2.4798, 3.7116, 1.0525)  0.38
H (3.6030, 1.7975, -1.8712)  0.11
H (-3.1997, 0.8815, 3.0450)  0.32
H (-2.3814, -3.1493, -2.1253)  0.25
H (-6.4711, -0.8429, 0.6410)  0.42
H (3.3838, 2.6614, -4.1592)  0.38
H (-5.3191, -0.5348, -1.6923)  0.30
H (1.3734, 1.2258, -5.0503)  0.34
H (0.6576, 1.2038, -3.3550)  0.15
H (4.2930, 3.6848, 0.1344)  0.21
H (-3.6495, -0.5524, -0.9124)  0.00
H (-2.4957, 1.0163, 0.0099)  -0.04
H (4.3377, -3.2256, 1.3679)  0.21
H (5.9100, 2.0130, -1.0727)  0.21
H (-1.2509, -3.8509, 0.7864)  0.27
H (6.4252, 1.2876, 0.6310)  0.30
H (-5.3842, -0.0288, 2.7500)  0.34
H (3.5524, 3.6401, -1.8189)  0.21

As for the calculated total energy: -58538.9971 eV. The HOMO energy comes out at -4.850 eV. As for the LUMO energy: -1.6 eV. Its strongest force on any atom is 8.6 eV/A. Its charge is 0.